Here is a structure of composition C42H68Cl2GeP2SiW at a distorted geometry from the OMol25 dataset. Energies are from ωB97M-V/def2-TZVPD.

The geometry in XYZ format:
```
117
Properties=species:S:1:pos:R:3:forces:R:3:mulliken_spin:R:1
W 0.40241 -0.21048 -0.51601 0.514 -0.652 -0.794 1.6247
C 0.01063 2.95198 1.59871 0.287 -0.293 -0.409 0.0277
Si 1.16589 1.97803 0.37933 -0.497 0.752 0.548 0.0162
C 2.49310 1.49380 1.69785 -0.068 -0.001 -0.478 -0.0233
C 3.04070 2.46195 2.53437 0.112 0.043 -0.043 0.0084
C 3.65272 2.12425 3.73038 -0.071 0.089 0.004 -0.0007
C 3.67851 0.80490 4.15139 0.036 -0.110 -0.028 0.0010
C 3.18436 -0.18247 3.31956 -0.198 0.022 0.154 -0.0003
C 2.62266 0.14845 2.09209 -0.190 -0.033 -0.225 0.0063
P 2.35750 -1.14217 0.83893 0.782 -0.146 1.070 0.0429
C 1.58206 -2.66829 1.66420 -0.251 0.275 0.129 -0.0202
C 2.36827 -3.87168 2.20017 0.363 0.119 -0.068 -0.0045
C 2.97669 -4.74712 1.10739 -0.197 -0.173 0.158 0.0000
C 1.89894 -5.22804 0.14317 0.210 0.219 -0.175 0.0005
C 1.17043 -4.02173 -0.43785 -0.208 -0.140 0.092 0.0227
C 0.52857 -3.21529 0.68685 0.194 0.229 -0.257 0.0831
C 4.15350 -1.40823 0.35420 -0.364 -0.116 -0.354 0.0275
C 5.05008 -1.90704 1.49036 -0.118 -0.212 0.028 0.0008
C 6.38723 -2.38285 0.91009 -0.059 0.069 -0.087 0.0006
C 6.88196 -1.44640 -0.19739 0.120 0.166 0.024 -0.0005
C 6.27486 -0.05881 -0.02036 0.033 -0.211 -0.186 0.0012
C 4.75542 -0.11361 -0.22118 0.050 0.107 -0.076 0.0131
C 1.21970 3.02533 -1.22972 0.222 -0.376 0.426 0.0085
C 1.97379 4.18750 -1.32136 -0.014 0.061 0.005 0.0086
C 1.95595 4.97186 -2.46351 -0.039 0.067 0.123 0.0011
C 1.17416 4.60276 -3.54488 -0.030 0.035 0.007 0.0006
C 0.38388 3.46963 -3.46084 -0.045 0.028 0.012 -0.0117
C 0.40085 2.67751 -2.31920 0.045 -0.132 0.054 -0.0384
P -0.77612 1.29558 -2.15497 0.128 0.801 -1.275 -0.0718
C -2.37375 2.29013 -2.17584 0.298 -0.294 0.170 -0.0313
C -3.70662 1.51437 -2.25117 0.024 -0.146 0.011 0.0006
C -4.54898 1.36915 -0.96678 0.061 -0.009 0.093 0.0014
C -4.18699 2.36608 0.13403 -0.229 0.147 -0.205 -0.0020
C -3.67835 3.66024 -0.48496 0.257 -0.141 0.259 0.0025
C -2.31262 3.38455 -1.10001 -0.108 0.170 -0.006 0.0128
C -0.86097 0.26024 -3.71458 0.194 0.031 0.495 0.0415
C -1.69774 0.72847 -4.91956 -0.097 -0.044 -0.057 -0.0034
C -2.36450 -0.45930 -5.62147 0.166 0.022 -0.199 0.0003
C -1.38731 -1.61161 -5.82824 -0.192 0.019 -0.004 0.0020
C -0.81876 -2.11414 -4.48801 -0.068 -0.101 0.159 0.0121
C -1.22066 -1.18756 -3.33854 0.262 -0.086 0.000 0.0493
H -0.06344 3.99141 1.29261 -0.006 0.187 -0.161 0.0040
H 0.43040 2.94014 2.60030 0.063 -0.099 0.094 0.0009
H -1.00147 2.56722 1.67372 -0.185 -0.062 -0.075 -0.0100
H 2.97866 3.50175 2.25075 -0.031 0.194 0.048 0.0000
H 4.07008 2.89618 4.35644 0.063 0.113 0.073 -0.0001
H 4.10221 0.53914 5.10622 0.063 0.009 0.131 0.0000
H 3.21692 -1.21796 3.62373 0.112 -0.117 0.089 0.0002
H 1.07462 -2.21924 2.53247 0.137 -0.067 -0.270 0.0186
H 1.64105 -4.47734 2.75187 0.001 0.039 0.036 0.0001
H 3.12217 -3.56933 2.92660 -0.072 -0.001 0.038 0.0005
H 3.46557 -5.60255 1.57329 0.117 0.030 -0.022 0.0000
H 3.73034 -4.19460 0.54518 0.138 0.006 0.006 0.0001
H 1.18576 -5.86829 0.66635 -0.027 -0.063 -0.002 0.0002
H 2.34504 -5.81439 -0.65949 -0.025 -0.073 0.011 -0.0008
H 0.40206 -4.34208 -1.14466 0.046 0.057 -0.066 -0.0006
H 1.88425 -3.38559 -0.97710 -0.019 -0.023 -0.110 0.0131
H -0.16776 -3.85504 1.23588 -0.156 0.113 -0.027 0.0028
H -0.04806 -2.37712 0.23256 -0.075 -0.457 0.261 -0.0344
H 4.13351 -2.18393 -0.42143 -0.020 0.030 -0.019 0.0005
H 4.59972 -2.73590 2.02350 -0.024 0.025 0.156 0.0000
H 5.21765 -1.09987 2.20250 -0.017 -0.023 -0.004 0.0002
H 6.27419 -3.39502 0.51791 0.035 -0.052 0.053 0.0001
H 7.11341 -2.42680 1.72068 0.024 -0.058 0.034 -0.0002
H 6.59710 -1.83638 -1.17714 0.034 -0.006 -0.076 0.0000
H 7.97012 -1.38423 -0.18124 -0.025 -0.061 -0.080 0.0000
H 6.70605 0.63772 -0.73957 -0.014 0.087 0.066 0.0000
H 6.50422 0.31046 0.97744 0.093 0.130 0.072 0.0000
H 4.54375 -0.04938 -1.28580 -0.083 0.013 -0.046 0.0011
H 4.30978 0.75749 0.26079 -0.002 0.031 -0.116 -0.0005
H 2.60014 4.47329 -0.49037 0.134 0.151 0.106 -0.0001
H 2.54647 5.87332 -2.50298 0.108 0.088 -0.043 0.0001
H 1.17163 5.20220 -4.44171 -0.035 0.069 -0.093 -0.0001
H -0.25897 3.20389 -4.28835 -0.060 0.000 -0.126 0.0003
H -2.25757 2.78407 -3.15039 0.099 -0.161 0.160 -0.0041
H -3.53735 0.52174 -2.67601 -0.074 0.059 -0.138 -0.0003
H -4.31972 2.05277 -2.97790 0.073 -0.105 -0.031 -0.0006
H -4.49462 0.35006 -0.58013 -0.113 -0.015 -0.047 -0.0003
H -5.59006 1.53279 -1.24578 -0.013 -0.089 0.021 -0.0001
H -3.39347 1.96347 0.77446 0.055 0.047 0.092 0.0030
H -5.05811 2.55082 0.76186 0.040 -0.066 0.092 -0.0002
H -3.57906 4.43677 0.27289 -0.040 0.066 -0.029 0.0000
H -4.37768 4.01750 -1.24052 -0.093 0.094 -0.024 0.0000
H -1.64014 3.06644 -0.30059 -0.037 0.160 0.053 0.0106
H -1.89593 4.29514 -1.53060 0.113 -0.023 0.053 -0.0005
H 0.18564 0.23263 -4.01960 -0.061 -0.007 0.037 0.0283
H -1.03633 1.22923 -5.62899 -0.020 0.095 0.006 -0.0004
H -2.47896 1.43166 -4.64321 0.002 0.133 0.019 0.0014
H -2.75045 -0.13233 -6.58713 -0.070 0.030 0.042 0.0007
H -3.21887 -0.80746 -5.04106 -0.135 0.020 0.004 0.0001
H -0.57741 -1.27594 -6.47492 0.049 -0.001 -0.095 0.0001
H -1.89985 -2.42144 -6.34693 0.110 -0.007 -0.049 0.0000
H 0.27435 -2.15267 -4.54536 -0.052 -0.064 0.068 -0.0019
H -1.16810 -3.12528 -4.26764 0.059 0.019 -0.048 -0.0002
H -0.67553 -1.50237 -2.42828 -0.168 -0.060 -0.192 -0.0270
H -2.28488 -1.29647 -3.12442 -0.061 0.024 0.083 0.0029
Cl -2.07394 -0.71332 -0.20370 -0.730 -0.362 -0.481 0.0031
C -2.19289 -0.63252 1.55990 -0.165 -0.075 0.509 0.0141
Cl -0.54989 -0.24808 2.08095 0.108 0.116 0.472 0.0021
H -2.51545 -1.59327 1.96381 0.165 0.099 -0.164 0.0008
H -2.87614 0.16673 1.85127 0.143 -0.069 -0.192 -0.0013
C 2.03610 1.02024 -5.28797 0.263 -0.102 0.650 0.0043
Ge 2.94949 0.53308 -3.57609 0.387 -0.018 -0.166 0.0248
C 4.34925 -0.75890 -4.15800 -0.428 0.308 0.287 0.0005
C 3.93246 2.11339 -2.86981 -0.316 -0.528 -0.267 0.0076
C 1.87132 -0.53982 -2.18322 -0.429 0.522 0.288 0.1732
H 2.82762 1.32278 -5.96701 0.228 0.014 -0.054 0.0007
H 1.35910 1.85942 -5.19930 -0.170 0.070 0.048 -0.0005
H 1.52690 0.17858 -5.74562 -0.109 -0.183 -0.035 -0.0004
H 4.87848 -0.31226 -4.99460 0.064 0.095 -0.135 -0.0006
H 3.95864 -1.71698 -4.48460 -0.164 -0.127 -0.035 -0.0010
H 5.07666 -0.93671 -3.37174 0.104 -0.038 0.171 -0.0002
H 4.98103 1.99847 -3.12396 0.187 -0.112 -0.065 -0.0001
H 3.85128 2.22699 -1.79733 -0.028 -0.012 0.188 -0.0017
H 3.57630 3.01808 -3.34639 -0.109 0.132 -0.050 0.0005
H 2.69515 -1.12746 -1.77028 -0.052 0.016 0.028 -0.0079
H 1.35730 -1.25227 -2.83318 -0.218 -0.160 -0.109 -0.0357
```
Positions in Å, forces in eV/Å.

**⟨S²⟩**: 2.02
**LUMO (spin up / spin down)**: -6.74 / -6.55 eV
**E_tot**: -5677.1904 a.u.
**Net charge**: +2
**Gap between HOMO and LUMO (spin up / spin down)**: 7.0 / 7.6 eV
**Multiplicity**: 3
**HOMO (spin up / spin down)**: -13.7 / -14.1 eV



Here is a structure of composition C44H39Br4N5O4RbSSbSe at a distorted geometry from the OMol25 dataset. Energies are from ωB97M-V/def2-TZVPD.

The geometry in XYZ format:
```
100
Properties=species:S:1:pos:R:3:forces:R:3:lowdin_charge:R:1
Rb 0.29424 -0.17302 -0.38824 -0.319 1.007 0.333 0.9237
N 0.12941 1.23535 2.68131 -0.063 0.083 -0.049 0.0070
C -1.30559 1.54315 2.74812 0.020 0.037 -0.138 -0.1810
C -1.77401 1.91900 1.33301 -0.093 -0.292 0.085 -0.6499
O -2.22044 3.09828 1.19867 -0.260 -0.239 0.548 -0.0405
O -1.63996 1.06597 0.43779 -1.087 1.134 0.687 -0.2805
H 0.50845 1.11728 3.61236 0.022 -0.039 0.019 0.0657
H 0.60553 2.03104 2.26262 0.065 -0.032 -0.017 0.0188
H -1.55150 2.37179 3.41970 -0.002 -0.030 0.013 0.1074
H -1.84589 0.64991 3.07169 0.020 0.007 -0.024 0.0819
Br 4.46180 -5.79461 1.18668 -0.022 -0.011 0.034 0.6183
C 3.79405 -4.17178 0.46439 0.104 0.059 -0.010 -0.7888
C 4.64238 -3.12069 0.17298 -0.096 -0.121 0.051 -0.7825
Br 6.49733 -3.25458 0.56535 0.001 0.025 -0.012 0.6222
C 4.12221 -1.96407 -0.41854 0.192 0.080 0.000 -0.6403
Br 5.25467 -0.49141 -0.83861 -0.055 -0.044 -0.026 0.6874
C 2.76566 -1.79468 -0.78186 0.374 -0.115 -0.225 -0.5232
O 2.34249 -0.77871 -1.41509 1.441 -0.698 -0.692 -0.3581
C 1.85877 -2.87696 -0.37758 0.081 -0.235 0.048 -0.4858
O 0.57433 -2.76350 -0.57560 0.189 -0.442 -0.102 -0.4152
C 2.42311 -4.01978 0.18706 -0.098 -0.177 0.142 -0.6282
Br 1.19014 -5.42140 0.60429 0.054 0.121 -0.029 0.7166
C 1.21135 4.78584 -3.19308 0.081 0.082 -0.046 -0.0448
N -0.00296 4.72939 -2.42198 -0.171 -0.124 0.013 -0.0805
C -0.12688 4.22396 -1.14980 -0.477 0.548 -0.112 -0.7617
Se 1.23245 3.93116 0.01951 0.547 -0.438 0.172 0.6351
N -1.43436 4.21674 -0.83479 0.418 0.204 -0.782 0.1234
C -2.15816 4.79083 -1.85152 0.176 0.020 -0.048 -0.1753
C -3.50043 5.12423 -1.95407 0.006 -0.121 -0.027 -0.0087
C -3.89972 5.83695 -3.07798 -0.061 -0.048 0.043 -0.1187
C -2.99172 6.18941 -4.07591 -0.030 -0.042 -0.095 -0.1218
C -1.65170 5.83178 -3.98903 0.119 -0.055 -0.068 -0.0271
C -1.24948 5.13305 -2.86386 -0.098 0.056 0.053 -0.1695
H 2.02806 4.43915 -2.56478 -0.016 0.008 0.054 0.0380
H 1.41101 5.81148 -3.51172 0.013 -0.007 -0.010 0.0887
H 1.13592 4.13771 -4.06840 -0.046 0.025 -0.011 0.0968
H -1.80718 3.70526 0.05631 -0.324 0.026 0.191 0.0398
H -4.19998 4.83008 -1.18247 0.016 0.067 0.025 0.1129
H -4.93718 6.13451 -3.17256 0.007 -0.032 -0.035 0.0899
H -3.33781 6.74349 -4.93994 0.006 0.005 0.014 0.0881
H -0.94498 6.10281 -4.76314 -0.014 -0.010 -0.016 0.1023
N 0.44434 -2.67920 -3.20769 0.031 -0.068 0.138 0.1216
C -0.03631 -1.55002 -3.72524 -0.007 0.132 -0.829 -0.6711
N -0.94565 -0.80279 -3.18882 -0.148 -0.059 0.536 0.0733
C -1.34576 0.21303 -4.01900 0.107 -0.007 -0.449 -0.3134
C -2.35361 1.13480 -3.74638 0.011 -0.056 0.076 -0.0075
C -2.70534 2.05494 -4.71867 0.002 0.102 0.039 -0.1023
C -2.05196 2.09738 -5.94760 0.017 0.108 -0.102 -0.1219
C -1.03427 1.19958 -6.23533 0.002 -0.038 0.046 -0.1191
C -0.70070 0.26090 -5.27430 -0.001 -0.024 0.068 -0.4943
S 0.46777 -1.02569 -5.37236 -0.089 -0.097 0.331 1.0359
H 0.41454 -2.73080 -2.14599 0.045 -0.104 -0.033 0.0487
H 1.27715 -3.05349 -3.63095 0.049 0.064 0.032 0.0966
H -2.84749 1.10485 -2.78225 0.014 0.038 -0.002 0.1070
H -3.49914 2.76182 -4.52255 -0.037 0.100 0.080 0.0927
H -2.33496 2.84336 -6.68077 -0.011 -0.018 0.003 0.0890
H -0.52142 1.21905 -7.18946 -0.020 0.025 0.000 0.0961
C -5.87691 -3.25587 0.78046 0.022 0.162 -0.121 -0.0612
C -5.14267 -3.68286 -0.46608 0.024 -0.095 0.010 -0.3000
C -5.85466 -4.44392 -1.39429 0.027 -0.045 0.008 -0.0758
C -5.25566 -4.96155 -2.53153 -0.007 0.013 -0.002 -0.1084
C -3.91033 -4.72417 -2.75857 -0.028 -0.059 -0.075 -0.0993
C -3.19956 -3.94266 -1.86117 0.096 0.131 -0.001 -0.1296
C -3.78863 -3.39965 -0.71538 0.225 0.128 -0.030 -0.2953
Sb -2.34995 -2.12670 0.36478 -1.022 -0.715 0.335 1.6277
C -3.90059 -0.75169 1.06680 -0.020 -0.105 0.126 -0.3282
C -4.39923 -0.05200 -0.03475 -0.019 -0.090 -0.060 -0.1608
C -5.34751 0.94550 0.09080 -0.026 0.038 -0.047 -0.0911
C -5.79628 1.29616 1.35579 -0.011 0.014 0.056 -0.0984
C -5.30204 0.62566 2.45961 -0.012 0.056 -0.042 -0.0655
C -4.36746 -0.40621 2.33769 -0.063 -0.077 0.005 -0.3069
C -3.95036 -1.10899 3.60760 -0.029 0.112 -0.108 -0.0504
C -2.15123 -3.55828 2.01281 0.013 0.191 -0.218 -0.3091
C -3.01358 -4.64096 2.15386 0.048 -0.020 -0.003 -0.1240
C -2.87213 -5.54399 3.19943 -0.003 -0.043 0.023 -0.1011
C -1.83836 -5.38016 4.10690 0.004 0.004 -0.011 -0.1024
C -0.94479 -4.33197 3.94489 -0.016 0.002 0.082 -0.0636
C -1.08230 -3.41452 2.90684 0.022 0.013 0.067 -0.3271
C -0.07550 -2.30682 2.75574 -0.078 -0.101 -0.117 -0.0552
H -6.61373 -4.01191 1.06193 0.015 0.011 -0.014 0.0765
H -6.40197 -2.31061 0.62318 0.032 0.042 0.045 0.0840
H -5.19076 -3.11677 1.60869 0.009 0.083 0.125 0.0495
H -6.90395 -4.64988 -1.20507 0.006 -0.003 0.022 0.1002
H -5.83569 -5.55562 -3.22849 0.000 0.001 0.002 0.0901
H -3.42025 -5.13837 -3.63147 0.029 0.033 0.010 0.0969
H -2.15074 -3.73721 -2.05788 -0.017 -0.023 -0.051 0.0803
H -4.02440 -0.30104 -1.02466 -0.032 0.056 -0.024 0.0870
H -5.72115 1.46174 -0.78592 0.040 -0.006 -0.010 0.0971
H -6.51743 2.09528 1.48134 0.005 -0.001 0.004 0.0919
H -5.64286 0.90839 3.45129 -0.012 -0.035 0.006 0.1049
H -3.35199 -0.44899 4.24117 0.012 -0.026 0.008 0.0735
H -3.37203 -2.00169 3.39896 0.060 -0.086 0.052 0.0461
H -4.83475 -1.39500 4.18269 0.027 -0.035 0.013 0.0788
H -3.80473 -4.79683 1.43213 0.017 -0.013 0.017 0.0771
H -3.56444 -6.37226 3.29984 0.004 0.002 -0.015 0.0915
H -1.71724 -6.07146 4.93306 0.013 -0.012 -0.021 0.0913
H -0.12062 -4.22555 4.64225 0.018 0.030 -0.036 0.1060
H 0.52786 -2.19856 3.65685 -0.010 0.068 0.009 0.0848
H -0.55524 -1.34889 2.53721 0.069 0.056 0.096 0.0405
H 0.59620 -2.53068 1.92154 -0.016 0.005 -0.002 0.0644
```
Positions in Å, forces in eV/Å.

**Energy relative to the best compared isomer or geometry (same formula, charge and spin)**: 43.9 kJ/mol
**LUMO**: 3.73 eV
**E_tot**: -15635.0348 a.u.
**Net charge**: -2
**Gap between HOMO and LUMO**: 5.3 eV
**Multiplicity**: 1
**HOMO**: -1.6 eV